(1)
The following is a quantum chemistry calculation of a molecular structure, C31H32Br2Cl2N5OPdS2, from the OMol25 dataset.

Structure (XYZ):
```
76
Properties=species:S:1:pos:R:3:forces:R:3:mulliken_charge:R:1
Pd -1.315478 0.690647 -1.044870 0.238 0.538 0.630 0.362
Br 0.465916 6.757520 1.262167 -0.115 -1.221 0.064 -0.156
C -0.139848 4.960793 0.889614 -1.771 -0.484 -1.356 -0.621
C 0.259794 3.780915 1.584537 -0.203 0.853 -0.377 -0.972
C -0.278692 2.547672 1.266156 -0.295 1.242 0.577 -0.576
N -1.051097 2.419883 0.223466 -2.089 -0.126 -2.472 1.262
C -1.695191 3.528675 -0.400268 1.737 0.494 1.983 -0.165
C -1.190608 4.842890 -0.048159 0.729 -1.467 0.847 -0.884
C -2.825160 3.263772 -1.192547 0.355 0.671 -1.029 1.120
C -3.449764 4.268865 -2.032314 0.615 0.742 0.500 -1.183
C -4.363385 3.876509 -2.918414 -1.097 -2.073 -0.417 0.010
Br -5.031577 4.915133 -4.302728 -0.226 0.739 -0.176 -0.130
C -4.805352 2.511196 -2.929799 -1.610 0.645 -1.115 -0.829
C -4.112477 1.611544 -2.213610 -0.917 -0.238 -0.060 -0.566
N -3.163198 1.951920 -1.388203 2.202 -0.043 1.435 0.184
H 0.786857 3.833151 2.490618 0.857 0.405 0.982 0.495
H 0.473080 1.840069 2.903658 -1.158 -1.107 -0.863 0.325
H -1.717182 5.678894 -0.448627 0.135 0.623 -0.201 0.528
H -3.229678 5.338706 -2.086116 0.588 -0.480 0.549 0.345
H -5.747071 2.220820 -3.430665 0.940 0.215 -0.012 0.410
H -4.335783 0.573858 -2.229313 -0.369 -0.830 -0.183 0.543
Cl -1.462448 -1.358474 -2.560661 -0.312 -0.366 0.069 -0.063
C -1.044976 -0.753225 -4.130063 -1.316 -0.528 0.474 0.529
C -1.195339 -1.603335 -5.187944 0.122 -1.251 -0.285 -0.854
C -0.782753 -1.148638 -6.420994 0.023 0.176 -0.419 -0.323
C -0.354845 0.160922 -6.632948 0.040 -1.458 -1.698 -0.576
C -0.327453 0.994026 -5.592969 0.385 2.514 0.579 -0.119
Cl 0.259784 2.650254 -5.819762 -0.438 -1.036 0.017 -0.161
C -0.742559 0.574876 -4.319611 1.277 1.551 1.343 0.743
S -0.542757 1.701993 -3.021229 -0.328 0.206 -0.624 0.060
H -1.577983 -2.628217 -5.064241 0.367 0.614 0.029 0.438
H -0.751101 -1.804247 -7.265832 -0.252 -0.396 -0.272 0.411
H -0.053841 0.433791 -7.640543 0.043 0.223 0.317 0.449
C 4.840204 -1.774269 3.266900 0.038 0.399 1.010 -1.440
C 3.897917 -1.095680 2.259413 1.623 0.184 1.064 0.265
C 4.036507 -1.834180 0.967598 -0.744 1.228 -1.559 -0.673
N 3.126485 -1.305768 -0.110540 -0.068 -0.103 0.447 0.041
C 1.877512 -0.818060 -0.019368 2.533 -0.496 -0.917 0.008
S 1.324425 0.163745 -1.229506 -0.573 0.937 -0.745 -0.443
N 1.119980 -1.091439 1.022212 -1.503 -0.372 2.276 0.697
C 0.978113 -2.293600 1.753714 -1.016 -0.766 -1.176 0.237
O 0.239634 -2.228825 2.693329 -0.091 -0.231 1.271 -0.607
C 1.447772 -3.669015 1.268666 0.485 1.681 -0.474 -0.007
C 1.521688 -4.029944 -0.061852 -0.608 0.787 -2.409 0.390
C 2.103329 -5.213318 -0.458992 1.400 -2.225 -0.724 -0.685
C 2.711348 -6.084817 0.488007 -0.586 0.437 0.653 -0.541
C 2.614203 -5.688179 1.822821 0.120 -1.233 0.302 -0.483
C 1.965014 -4.545387 2.191588 -0.347 1.013 1.724 -0.414
H 4.629707 -1.391745 4.292036 0.298 -0.059 -0.685 0.379
H 5.921553 -1.584441 3.047297 -0.940 -0.414 0.097 0.362
H 4.592130 -2.839445 3.336691 0.453 0.010 -0.202 0.337
H 4.191205 -0.033598 2.239179 -0.405 -0.267 -0.459 0.315
H 2.900892 -1.190662 2.649984 -0.355 0.185 0.121 -0.015
H 3.829727 -2.860108 1.148866 -0.198 -1.008 -0.055 0.021
H 5.010966 -1.771735 0.473199 0.060 0.075 0.568 0.510
H 3.614357 -1.007157 -0.938319 -0.137 -0.071 -0.209 0.335
H 0.547811 -0.278709 1.420157 0.524 -0.950 -0.572 -0.416
H 1.116689 -3.432073 -0.939842 0.417 -0.320 1.566 0.226
H 2.178596 -5.510373 -1.544393 -0.344 0.559 1.296 0.337
H 3.170688 -7.085334 0.352635 -0.328 0.998 -0.726 0.378
H 2.967065 -6.309870 2.653526 0.097 0.030 -0.596 0.380
H 1.853478 -4.292088 3.259732 0.185 -0.136 -0.598 0.442
C -1.024253 0.299669 4.089924 0.870 -0.613 -0.556 -1.735
C -1.480006 1.013791 2.814606 0.670 0.868 0.690 2.097
C -2.238062 0.058546 1.984316 -1.940 0.797 -1.084 -1.635
C -2.363838 2.216182 3.136923 -0.810 -0.129 -0.083 -1.710
N -0.195210 1.471674 2.167534 1.817 0.239 0.388 0.692
H -1.864587 0.174055 4.741282 -0.488 -0.323 0.396 0.484
H -0.338553 0.970984 4.582003 0.342 0.154 0.529 0.505
H -0.492040 -0.689173 3.901051 -0.904 1.438 0.172 0.146
H -3.085636 -0.341929 2.536723 -0.022 -0.025 0.202 0.575
H -1.661881 -0.749148 1.689260 1.268 -1.787 -0.581 0.095
H -2.699134 0.524147 1.088846 0.226 0.002 0.277 0.399
H -3.250974 1.855584 3.686894 0.382 0.226 -0.058 0.539
H -2.762753 2.722400 2.232937 0.425 -0.288 0.406 0.209
H -1.829903 2.936110 3.745154 0.021 0.223 0.177 0.371
```
Forces are in eV/Å.

Max |F| ... 3.239 eV/A
Spin multiplicity ... 5
E_HOMO (spin up / spin down) ... -7.97 / -10.47 eV
Total charge ... +1
<S²> ... 6.053
Kohn-Sham gap (spin up / spin down) ... 5.51 / 4.61 eV

(2)
The following is a quantum chemistry calculation of a molecular structure, C45H64As2IN2O11P2ReS, from the OMol25 dataset.

Structure (XYZ):
```
129
Properties=species:S:1:pos:R:3:forces:R:3:mulliken_charge:R:1
Re 0.996175 -0.358085 0.144841 0.419 2.287 -0.054 1.651
C -2.187101 -2.693720 5.934520 -0.006 0.126 -0.146 -1.262
C -1.820247 -1.273107 6.318948 0.002 -0.162 0.162 0.844
C -2.461845 -0.833703 7.617113 0.015 0.113 -0.106 -1.609
O -2.280496 -0.350263 5.279093 -0.013 -0.060 -0.039 -0.293
P -1.280258 0.039066 4.105285 -0.135 0.076 0.515 -0.022
O -0.608397 -1.085959 3.446392 0.011 0.060 -0.245 -0.402
C -2.401831 1.051731 3.087125 0.509 -0.360 -0.521 -0.473
P -2.408253 0.560324 1.329891 -0.417 0.038 -0.052 -1.344
O -1.075018 0.521805 0.666055 0.368 -0.100 0.526 0.714
O -3.105544 -0.833281 1.223993 0.056 -0.054 0.094 0.082
C -4.414377 -1.317361 1.641460 -0.234 -0.089 0.078 0.496
C -4.262535 -2.096070 2.932773 0.156 0.036 -0.088 -1.280
C -5.493523 -0.251029 1.731545 0.175 0.088 -0.125 -1.212
O -3.369732 1.656700 0.728614 0.318 0.040 -0.005 -0.183
C -3.616814 1.908142 -0.706185 -0.169 -0.195 -0.327 0.618
C -2.502087 2.717018 -1.330062 0.138 -0.032 0.263 -1.344
C -3.874744 0.608479 -1.452947 0.013 0.021 0.269 -0.655
O -0.228297 1.027521 4.769353 0.089 0.029 -0.145 0.018
C -0.565461 2.007936 5.800727 0.061 0.169 -0.017 0.785
C -0.376959 3.407803 5.242225 0.035 -0.159 -0.048 -1.342
C 0.342057 1.750241 6.986962 -0.081 -0.106 -0.082 -1.567
H -1.738297 -3.396806 6.637620 -0.033 0.028 -0.002 0.473
H -1.818594 -2.910876 4.931877 0.015 -0.053 0.046 0.046
H -3.271069 -2.823201 5.951314 0.022 -0.013 0.004 0.314
H -0.732278 -1.185847 6.393246 0.002 0.032 -0.059 0.305
H -3.548700 -0.866037 7.523389 0.024 -0.024 0.034 0.367
H -2.166897 0.184458 7.875696 -0.019 -0.040 0.029 0.347
H -2.156006 -1.500205 8.423933 -0.024 0.013 -0.003 0.408
H -2.111619 2.101738 3.124467 -0.038 0.002 0.086 0.321
H -3.396176 0.931106 3.511783 -0.098 0.121 -0.123 0.480
H -4.683532 -2.011868 0.845966 0.048 -0.001 -0.077 0.275
H -4.045558 -1.434886 3.773248 -0.022 -0.021 0.019 0.129
H -3.451872 -2.819278 2.841079 -0.006 0.015 0.031 0.250
H -5.188153 -2.633688 3.139549 -0.002 0.015 0.033 0.594
H -5.247107 0.526974 2.454719 -0.049 -0.037 0.041 0.244
H -6.417879 -0.731515 2.050813 -0.005 0.000 -0.010 0.510
H -5.665330 0.229830 0.769332 -0.041 -0.018 0.105 0.214
H -4.523530 2.510202 -0.690537 -0.056 -0.005 0.122 0.325
H -1.561348 2.170312 -1.306833 0.104 -0.012 -0.018 0.004
H -2.374297 3.657970 -0.800305 0.081 0.098 0.041 0.343
H -2.753321 2.942102 -2.367328 -0.051 -0.027 0.034 0.518
H -3.058519 -0.094737 -1.285345 -0.024 0.047 -0.077 -0.230
H -3.941567 0.802471 -2.522782 -0.018 0.030 0.003 0.572
H -4.805279 0.137889 -1.129834 0.070 -0.010 -0.071 0.165
H -1.609151 1.855294 6.080830 -0.024 -0.015 -0.014 0.303
H 0.683706 3.622381 5.101121 -0.011 0.003 -0.033 0.316
H -0.785173 4.132198 5.947018 0.026 0.034 -0.027 0.416
H -0.886477 3.532299 4.285307 -0.015 0.031 0.050 0.282
H 1.381004 1.774934 6.658651 0.031 0.014 0.023 0.331
H 0.141491 0.776140 7.434901 0.031 0.042 0.001 0.329
H 0.194052 2.520633 7.744674 -0.008 -0.024 -0.006 0.438
C 4.470301 0.451853 -1.679437 -0.140 -0.066 -0.049 -1.286
As 3.400422 -0.566904 -0.422090 0.476 -0.476 -0.412 1.609
C 4.632002 -0.610924 1.070720 -0.246 0.184 0.120 -1.224
C 3.600113 -2.434004 -0.951172 -0.077 0.096 0.001 0.220
C 4.632881 -2.862714 -1.777525 0.005 0.001 -0.013 -0.804
C 4.855626 -4.216876 -1.975568 -0.040 -0.026 -0.039 -0.822
C 4.047091 -5.150231 -1.342342 0.009 -0.028 -0.009 -0.885
C 2.995360 -4.725503 -0.545917 -0.063 0.004 0.053 -0.828
C 2.755529 -3.368585 -0.352406 -0.090 0.061 -0.040 -0.201
As 1.167827 -2.790779 0.648282 0.335 -1.155 -0.082 1.589
C -0.113444 -4.121145 0.055156 -0.177 0.257 0.045 -1.487
C 1.546069 -3.425795 2.441335 -0.105 0.418 0.119 -1.160
H 5.467524 0.018919 -1.670122 0.039 -0.104 -0.082 0.615
H 4.515227 1.466886 -1.298526 0.002 -0.097 -0.054 0.464
H 4.063401 0.447799 -2.685243 -0.040 -0.045 -0.028 0.061
H 5.568090 -1.030844 0.710795 0.021 -0.018 -0.039 0.542
H 4.226214 -1.232840 1.864408 0.004 -0.042 0.029 0.201
H 4.792414 0.394691 1.450303 0.011 0.059 -0.003 0.383
H 5.259968 -2.140542 -2.284414 0.061 -0.005 0.038 0.356
H 5.654563 -4.545580 -2.627717 0.001 0.016 0.022 0.448
H 4.224069 -6.208761 -1.482859 -0.005 0.020 -0.005 0.420
H 2.350499 -5.460102 -0.078768 0.013 -0.044 -0.025 0.343
H 0.103688 -5.075882 0.526770 0.088 -0.028 0.029 0.655
H -0.073573 -4.211693 -1.026908 0.029 0.012 -0.030 0.398
H -1.104898 -3.776736 0.336266 -0.015 -0.021 0.039 0.233
H 2.095117 -4.361895 2.386833 0.015 -0.040 -0.103 0.561
H 0.593588 -3.566469 2.947436 -0.015 0.040 0.033 0.236
H 2.117523 -2.675979 2.985157 0.009 -0.021 -0.004 0.267
I 0.245284 8.616779 0.292418 0.027 -0.162 -0.036 0.098
C 0.790338 6.604452 0.085695 -0.022 0.207 0.067 -0.242
C 0.141734 5.641494 0.844357 -0.007 -0.054 0.042 -0.458
C 0.513050 4.311951 0.711427 -0.113 0.058 -0.073 -0.097
C 1.537912 3.953631 -0.154136 -0.285 -0.123 -0.078 -0.215
C 2.190268 4.926815 -0.897467 0.060 -0.027 0.031 -0.377
C 1.808853 6.256313 -0.788974 0.039 -0.036 -0.045 -0.576
C 1.934356 2.512161 -0.230978 0.818 -0.159 -0.319 0.292
O 3.101506 2.200375 0.047199 -0.634 0.088 0.229 -0.692
O 1.009817 1.676033 -0.576178 -0.379 -0.381 0.779 -0.386
H -0.647198 5.922030 1.530312 0.025 0.013 -0.026 0.438
H 0.001826 3.544193 1.281327 -0.045 -0.017 -0.029 0.422
H 2.994976 4.645058 -1.565543 -0.011 0.018 0.023 0.466
H 2.307216 7.013138 -1.380288 -0.019 -0.015 0.032 0.400
O 3.142951 0.996676 3.685178 -0.187 0.092 0.152 -0.629
S 2.145585 1.298787 2.682637 0.382 -0.102 0.394 0.644
N 1.712615 0.119448 1.839370 -1.273 -0.198 -1.650 -0.363
C 4.223338 0.540115 -7.382047 -0.065 -0.059 0.032 -1.568
C 2.760847 0.729866 -7.067147 -0.004 0.059 -0.039 1.062
C 1.995176 1.579769 -7.860439 0.029 0.000 0.002 -0.886
C 0.653392 1.790079 -7.591311 -0.046 -0.012 -0.010 -0.965
C 0.051316 1.154136 -6.519813 0.005 0.027 0.103 -0.644
C 0.794650 0.280562 -5.732208 0.088 0.085 -0.183 0.386
N 0.243826 -0.358538 -4.604449 -0.228 -0.047 0.124 0.658
C -0.990935 -0.934771 -4.455631 0.083 -0.125 0.061 1.020
C -1.828096 -1.159032 -5.563701 -0.015 0.033 -0.056 -0.747
C -3.051475 -1.775087 -5.422489 0.069 0.073 0.028 -0.877
C -3.498750 -2.202862 -4.173548 -0.098 -0.070 0.078 -1.102
C -2.687912 -2.012163 -3.079285 0.000 -0.062 -0.096 -0.780
C -1.437452 -1.390837 -3.185360 0.254 0.178 -0.079 0.529
C -0.677926 -1.255122 -1.919713 -0.613 -0.378 -0.244 0.925
O -1.161484 -1.622470 -0.844702 0.070 -0.030 -0.266 -0.309
O 0.530291 -0.743739 -1.918053 0.591 0.285 1.295 -0.797
C 2.153711 0.060334 -6.002628 -0.098 -0.156 0.100 0.478
C 2.899174 -0.925960 -5.137001 -0.079 0.071 -0.107 -1.284
H 4.531234 1.207867 -8.184000 0.002 0.001 -0.006 0.389
H 4.429486 -0.484252 -7.701517 0.026 0.024 0.007 0.358
H 4.848847 0.746602 -6.511410 0.014 0.005 -0.033 0.326
H 2.461400 2.085997 -8.697039 0.002 0.003 0.022 0.361
H 0.075244 2.465957 -8.208573 0.014 -0.006 0.011 0.406
H -0.982409 1.356162 -6.270863 0.011 -0.018 -0.021 0.662
H 0.805008 -0.373181 -3.772053 0.159 0.053 0.125 -0.408
H -1.484978 -0.858291 -6.543148 -0.032 -0.025 0.011 0.624
H -3.670685 -1.930642 -6.297051 0.037 -0.007 -0.017 0.422
H -4.459795 -2.688917 -4.070811 0.023 0.014 0.010 0.457
H -3.000481 -2.342735 -2.097626 0.016 -0.006 -0.012 0.539
H 2.375658 -1.884172 -5.124911 0.027 -0.020 0.012 0.325
H 2.943355 -0.584651 -4.099785 0.062 -0.043 0.022 -0.238
H 3.914941 -1.092937 -5.485775 -0.002 0.013 0.031 0.438
```
Forces are in eV/Å.

Max |F| ... 2.325 eV/A
Spin multiplicity ... 2
E_HOMO (spin up / spin down) ... -9.42 / -9.42 eV
Total charge ... +1
<S²> ... 0.798
Kohn-Sham gap (spin up / spin down) ... 5.03 / 5.36 eV

(3)
The following is a quantum chemistry calculation of a single C2H4N4S molecule, from the OMol25 dataset.

Structure (XYZ):
```
11
Properties=species:S:1:pos:R:3:forces:R:3:nbo_charge:R:1
C -1.613062 -0.647829 -1.028306 0.965 1.157 1.606 0.093
C -0.244264 -1.012046 -0.752027 2.468 -0.400 0.739 -0.075
N -2.011500 0.438567 -0.516683 0.317 0.839 -0.353 -0.069
N -1.369150 1.292123 0.122864 0.331 -1.654 0.583 -0.120
N 0.433494 -0.110356 -0.132427 -1.661 1.668 0.558 -0.223
N 1.664415 -0.304966 0.366739 0.527 -0.436 -0.253 -0.626
S 0.382307 -2.561603 -1.112712 -0.440 -0.050 -0.185 -0.353
H -2.194710 -1.397970 -1.365853 -2.323 -1.822 -1.645 0.237
H -0.871204 1.917054 -0.493803 0.209 0.762 -0.697 0.371
H 1.888793 0.205981 1.215241 -0.494 -0.004 -0.326 0.378
H 1.851887 -1.310051 0.418346 0.102 -0.059 -0.027 0.386
```
Forces are in eV/Å.

Max |F| ... 3.380 eV/A
Spin multiplicity ... 1
E_HOMO ... -7.62 eV
Kohn-Sham gap ... 5.48 eV